--- P ---
Computed, not measured: one molecule with the formula C2H2FOP, with ωB97M-V/def2-TZVPD.

Element x y z (Å)
1 C 1.0281 -0.3045 0.7875
2 C -0.4961 0.5903 -0.4984
3 O 1.9352 0.4067 0.8973
4 F -0.6832 -2.0140 -0.0528
5 P -0.7738 -0.5720 0.7275
6 H -0.9193 1.5708 -0.4017
7 H -0.0910 0.3227 -1.4595

E_LUMO (spin up / spin down) = 0.8852 / -1.7290 eV
charge = 0
2S+1 = 3
frontier orbital gap (spin up / spin down) = 7.81 / 9.23 eV



--- Q ---
Computed, not measured: a 2-piece molecular cluster, C2H2FOP overall, with ωB97M-V/def2-TZVPD.

Element x y z (Å)
1 C -0.2648 0.9490 0.6654
2 C 0.5675 1.4449 -0.1577
3 O 1.3867 1.7851 -0.8902
4 F -1.3570 -2.1196 0.0462
5 P -0.1682 -1.4218 -0.8475
6 H -1.1313 1.2815 1.1250
7 H 0.9671 -1.9191 0.0587

E_LUMO (spin up / spin down) = 0.7568 / -2.7309 eV
charge = 0
2S+1 = 3
frontier orbital gap (spin up / spin down) = 8.39 / 7.30 eV



Most stable = P



--- P ---
Computed, not measured: a 2-piece molecular cluster, C4H10O2S overall, with ωB97M-V/def2-TZVPD.

Element x y z (Å)
1 S 2.4362 -0.8262 0.9608
2 C 2.5513 1.6881 -0.2674
3 C 2.0023 0.9407 0.9398
4 H 1.8127 -1.1459 -0.1932
5 H 3.6491 1.5918 -0.3126
6 H 2.2945 2.7587 -0.2012
7 H 2.1237 1.2807 -1.1990
8 H 2.4382 1.3373 1.8769
9 H 0.9024 1.0441 1.0100
10 O -1.4567 -0.4167 -1.5888
11 O -3.1019 -1.6121 -0.5776
12 C -2.3775 -1.1965 -1.6299
13 C -2.6980 -1.0451 0.6743
14 H -2.7605 -1.6851 -2.5476
15 H -3.3629 -1.4613 1.4497
16 H -2.7966 0.0535 0.6790
17 H -1.6564 -1.3059 0.9269

E_LUMO = 0.7870 eV
charge = 0
2S+1 = 1
frontier orbital gap = 9.73 eV



--- Q ---
Computed, not measured: one molecule with the formula C4H10O2S, with ωB97M-V/def2-TZVPD.

Element x y z (Å)
1 C -0.0384 -0.9859 1.2429
2 C 0.3295 1.1648 -0.1468
3 C -1.3641 0.9031 -0.5103
4 C 0.8868 -0.1299 0.3724
5 O -1.5401 -0.0761 -1.4609
6 O 2.1598 0.0122 0.9869
7 S 1.4437 -1.2448 -1.1718
8 H 0.0766 -2.0582 1.2473
9 H -0.0888 -0.7461 2.2961
10 H -1.0545 -0.9752 0.7840
11 H 0.8915 1.5276 -1.0052
12 H 0.4431 1.8445 0.6495
13 H -1.7437 1.9039 -0.8849
14 H -2.0254 0.7116 0.3388
15 H -1.5543 -0.9623 -1.0104
16 H 2.7395 0.3383 0.3409
17 H 0.4387 -1.2274 -2.0684

E_LUMO = 0.7277 eV
charge = 0
2S+1 = 1
frontier orbital gap = 9.82 eV



Most stable = P



--- P ---
Computed, not measured: C3H5NS as an isolated structure, with ωB97M-V/def2-TZVPD.

Element x y z (Å)
1 C 0.6273 0.4269 -0.3632
2 C -0.3606 -0.5844 0.2459
3 C -1.4639 -0.0085 0.8790
4 H 2.4612 0.7333 -1.2820
5 H 1.8651 -0.9943 -0.7667
6 H 0.1756 1.7250 -0.4181
7 H -0.5231 -1.7889 0.3898
8 H -1.1039 0.8402 1.4063
9 N 1.6786 0.0057 -0.9668
10 S -3.3563 -0.3552 0.8757

E_LUMO = -0.4700 eV
charge = 0
2S+1 = 1
frontier orbital gap = 7.03 eV



--- Q ---
Computed, not measured: one molecule with the formula C3H5NS, with ωB97M-V/def2-TZVPD.

Element x y z (Å)
1 C -1.0718 1.0326 0.1167
2 C 0.7645 -0.3656 -0.7777
3 C 0.5971 -0.7903 0.6087
4 H -1.4822 1.1436 1.2000
5 H 1.9306 -0.3736 -1.1043
6 H 0.1097 -0.5929 -1.4398
7 H 1.2081 -1.0781 1.4415
8 H -0.4913 -1.1267 0.9308
9 N 0.1886 0.6343 0.3472
10 S -1.7534 1.5167 -1.3232

E_LUMO = 0.1013 eV
charge = 0
2S+1 = 1
frontier orbital gap = 8.82 eV



Most stable = Q



--- P ---
Computed, not measured: one molecule with the formula C3H5NS, with ωB97M-V/def2-TZVPD.

Element x y z (Å)
1 C 0.7901 0.5435 -0.0511
2 C -0.5698 0.6516 0.0566
3 C -1.6006 -0.3362 -0.0282
4 H 2.5610 -0.5369 0.2733
5 H 1.2142 -1.5242 0.1627
6 H 1.3759 1.4442 -0.1987
7 H -0.9312 1.6696 -0.0028
8 H -1.0973 -1.3092 -0.0412
9 N 1.5091 -0.5378 -0.1249
10 S -3.2514 -0.0646 -0.0458

E_LUMO = -0.3308 eV
charge = 0
2S+1 = 1
frontier orbital gap = 7.85 eV



--- Q ---
Computed, not measured: one molecule with the formula C3H5NS, with ωB97M-V/def2-TZVPD.

Element x y z (Å)
1 C 0.0876 -0.4954 0.3111
2 C -1.5115 -0.4145 -0.1009
3 C 1.1723 0.1831 -0.0703
4 N -2.1466 0.6319 0.2212
5 S 3.0086 -0.0570 0.4177
6 H 0.0972 -1.3218 0.9597
7 H -1.9469 -1.2090 -0.7784
8 H 1.2559 1.1761 -0.6568
9 H 3.1762 0.8960 -0.4225
10 H -3.1928 0.6105 0.1191

E_LUMO = 0.8883 eV
charge = 0
2S+1 = 1
frontier orbital gap = 9.86 eV



Most stable = P



--- P ---
Computed, not measured: one molecule with the formula C3H5NS, with ωB97M-V/def2-TZVPD.

Element x y z (Å)
1 C -0.4130 -0.2749 -0.9698
2 C -0.3362 -0.7988 0.4628
3 C 0.4471 0.4785 0.7421
4 H 0.2555 -1.7186 0.5473
5 H -1.3530 -0.9698 0.9255
6 H -0.2563 1.2080 1.0785
7 H 1.3340 0.5332 1.3277
8 H 1.1387 1.4009 -1.1549
9 N 0.5664 0.6951 -0.7160
10 S -1.3833 -0.5536 -2.2430

E_LUMO = 0.7686 eV
charge = 0
2S+1 = 1
frontier orbital gap = 9.18 eV



--- Q ---
Computed, not measured: one molecule with the formula C3H5NS, with ωB97M-V/def2-TZVPD.

Element x y z (Å)
1 C -1.1462 0.5175 -0.6214
2 C 0.6715 -0.8680 -0.0563
3 C 0.7579 0.2951 0.7670
4 H -1.5633 -0.0158 0.2904
5 H -0.1561 -1.5846 0.0687
6 H 1.5576 -1.2982 -0.4970
7 H 0.0735 0.5682 1.5103
8 H 1.7302 0.7621 0.8493
9 N 0.2498 0.4224 -0.6222
10 S -2.1748 1.2013 -1.6887

E_LUMO = -0.0241 eV
charge = 0
2S+1 = 1
frontier orbital gap = 8.81 eV



--- R ---
Computed, not measured: C3H5NS as an isolated structure, with ωB97M-V/def2-TZVPD.

Element x y z (Å)
1 C 0.1273 0.1089 0.1375
2 C 0.7985 -0.7296 -0.9575
3 C -0.4307 -0.3008 -1.8019
4 H 0.8905 -1.7752 -0.9164
5 H 1.6966 -0.1036 -1.5162
6 H -0.2788 0.1774 -2.8633
7 H -0.9315 -1.3211 -1.7837
8 H -1.3855 1.1641 -0.5265
9 N -0.7109 0.5281 -0.7043
10 S 0.1259 0.2307 1.7667

E_LUMO = 0.6904 eV
charge = 0
2S+1 = 1
frontier orbital gap = 8.98 eV



Most stable = P



--- P ---
Computed, not measured: an isolated ion of composition C7H11N2 and charge +1, with ωB97M-V/def2-TZVPD.

Element x y z (Å)
1 C 3.2571 0.4728 -0.1344
2 C 2.9126 -0.7098 -0.6366
3 C 2.2199 0.9989 0.5054
4 C 1.6356 -1.0798 -0.3335
5 C -1.2222 -0.6289 0.9919
6 C -1.7847 -0.4298 -0.4177
7 C -0.0891 0.3463 0.9098
8 N 1.1234 0.0562 0.4713
9 N -1.6624 1.0038 -0.6105
10 H 4.1278 1.0295 -0.4159
11 H 3.6775 -1.3253 -1.1045
12 H 1.9645 1.9044 1.0117
13 H 1.0095 -1.9244 -0.4670
14 H -2.0336 -0.2545 1.6115
15 H -1.0388 -1.6866 1.1541
16 H -1.0563 -0.8947 -1.0532
17 H -2.7925 -0.8166 -0.5416
18 H -0.2108 1.3038 1.3744
19 H -1.2673 1.4370 -1.4650
20 H -2.3459 1.6222 -0.1432

E_LUMO = -4.9753 eV
charge = +1
2S+1 = 1
frontier orbital gap = 8.31 eV



--- Q ---
Computed, not measured: a 2-piece molecular cluster, C7H11N2 overall, with ωB97M-V/def2-TZVPD.

Element x y z (Å)
1 C 2.6835 1.0950 2.8004
2 C 2.3218 1.7906 1.8688
3 C 0.3656 0.1418 -0.4365
4 C -1.5322 -1.0422 -1.1317
5 C -1.9744 -0.1222 -0.0584
6 C 0.9245 -1.5930 -2.1047
7 C -0.5636 1.3688 1.3421
8 N 0.0013 -0.8399 -1.1785
9 N -0.7114 0.5605 0.3363
10 H 3.1549 0.9236 3.7217
11 H -1.9282 -2.1161 -1.0575
12 H -1.8272 -0.6390 -2.0638
13 H -2.7500 0.6301 -0.4460
14 H -2.4853 -0.6097 0.7942
15 H 1.3283 -2.4953 -1.6143
16 H 0.3526 -1.6918 -3.0078
17 H 1.6467 -0.7922 -2.2722
18 H 0.3930 1.6236 1.7652
19 H -1.5021 1.6189 1.8448
20 H 2.1023 2.1886 0.8979

E_LUMO = -5.2965 eV
charge = +1
2S+1 = 1
frontier orbital gap = 8.01 eV



--- R ---
Computed, not measured: a 2-piece molecular cluster, C7H11N2 overall, with ωB97M-V/def2-TZVPD.

Element x y z (Å)
1 C 0.0566 0.2226 0.0442
2 C 3.9213 -1.4267 -0.1385
3 C 2.2685 2.8220 -0.1666
4 C 3.8641 -2.5910 0.1232
5 C -3.6074 -0.5956 -0.0592
6 C -1.0770 -0.5951 -0.0915
7 C -2.3570 0.1375 0.3983
8 N 1.9546 1.6797 0.2698
9 N 0.8653 1.0614 0.0498
10 H 3.8380 -3.6127 0.3654
11 H 3.9969 -0.4073 -0.3790
12 H 3.2397 3.1988 0.1179
13 H 1.6392 3.4411 -0.8038
14 H -3.6540 -1.5972 0.3521
15 H -3.6406 -0.6660 -1.1423
16 H -4.4823 -0.0446 0.2731
17 H -0.9491 -1.5343 0.4556
18 H -1.1803 -0.8314 -1.1596
19 H -2.3694 1.1538 0.0049
20 H -2.3270 0.1850 1.4861

E_LUMO = -5.0083 eV
charge = +1
2S+1 = 1
frontier orbital gap = 8.41 eV



Most stable = P